No. 1
This record from the OMol25 dataset describes C18H32N4O3Ti as an isolated structure. The level of theory is ωB97M-V/def2-TZVPD.

Each line ends with the Mulliken spin population.
Positions of all 58 atoms, in Å:
Ti -0.1694 0.6434 -0.2004  0.955
C -2.0466 4.9633 0.8192  0.005
C -0.7638 4.1084 0.8228  -0.002
C -0.0593 4.2071 2.1755  0.001
C -1.1890 2.7107 0.4420  -0.013
C -1.4754 2.4230 -0.9170  0.062
C -2.1610 1.2562 -1.2873  -0.020
C -2.5242 0.2943 -0.3168  -0.029
C -3.3178 -0.9190 -0.6892  0.005
C -2.1864 0.5528 1.0378  0.044
C -1.5488 1.7471 1.4092  0.002
H -1.7942 5.9744 1.1187  0.000
H -2.7789 4.5726 1.5188  0.000
H -2.4986 5.0059 -0.1665  0.001
H -0.0974 4.5123 0.0477  0.002
H -0.7413 4.0120 3.0005  0.000
H 0.3098 5.2215 2.3055  0.000
H 0.7907 3.5232 2.2328  -0.001
H -1.3146 3.1993 -1.6647  -0.001
H -2.5363 1.1564 -2.3067  -0.005
H -2.6622 -1.7523 -0.9606  0.001
H -3.9586 -0.7171 -1.5474  -0.001
H -3.9492 -1.2384 0.1393  0.000
H -2.5760 -0.1062 1.8112  0.002
H -1.4257 1.9803 2.4641  0.003
C 3.4283 0.2592 2.7547  0.001
O 3.5100 0.6437 1.3661  -0.002
C 2.4585 0.8447 0.6611  0.009
O 1.2717 0.7451 1.0761  -0.001
N 2.6759 1.1568 -0.6407  0.007
N 1.5460 1.5204 -1.4189  0.009
H 4.4629 0.1477 3.0784  0.000
H 2.8959 -0.6867 2.8631  0.000
H 2.9413 1.0378 3.3425  0.000
H 3.6180 1.3667 -0.9743  0.001
H 1.6622 1.1169 -2.3631  0.003
H 1.5285 2.5491 -1.5535  -0.001
C -0.2599 -2.4614 1.5040  0.004
N 0.1867 -2.9981 0.2315  -0.001
C 0.3866 -4.4471 0.1744  -0.001
C 1.3987 -4.7741 -0.9100  0.000
C 0.9175 -4.1821 -2.2223  0.000
N 0.5936 -2.7687 -2.0518  -0.002
C 0.5920 -1.9640 -3.2583  0.009
C 0.3152 -2.2475 -0.8625  -0.017
O 0.1279 -0.9477 -0.7796  -0.035
H 0.3714 -2.8620 2.2991  0.000
H -1.2865 -2.7904 1.7000  -0.001
H -0.2041 -1.3595 1.5189  0.004
H -0.5711 -4.9398 -0.0202  0.000
H 0.7459 -4.7782 1.1498  0.001
H 1.5088 -5.8531 -1.0039  0.000
H 2.3726 -4.3599 -0.6437  0.000
H 0.0325 -4.7145 -2.5801  0.000
H 1.6897 -4.2658 -2.9882  0.000
H 1.6139 -1.7617 -3.5887  0.001
H 0.0484 -1.0239 -3.1015  0.001
H 0.0948 -2.5329 -4.0466  0.000

Output
E in eV: -54379.95567
HOMO (spin up / spin down) in eV: -18.5102 / -18.5172
⟨S²⟩: 0.753
Gap between HOMO and LUMO (spin up / spin down) in Ha: 0.294 / 0.298
Total charge: +3
Spin multiplicity: 2

=====

No. 2
This record from the OMol25 dataset describes a single C6H5F2N3 molecule. The level of theory is ωB97M-V/def2-TZVPD.

Each line ends with the natural charge from an NBO analysis.
Positions of all 16 atoms, in Å:
C -0.3407 -1.2051 2.4282  0.266
C 1.1032 0.1723 0.7629  0.037
C -0.4818 0.1364 -0.8405  -0.069
C 0.6427 -0.4532 -0.5206  0.047
C 1.0781 -1.6825 -1.2311  -0.640
C -1.8520 1.7518 0.4702  0.846
N 0.5274 -0.6697 1.8420  -0.551
N 0.3084 1.3415 0.8799  -0.374
N -0.7042 1.2091 0.0791  -0.168
F -2.8395 2.1202 -0.3090  -0.286
F -1.8828 2.4861 1.5646  -0.271
H 2.0935 0.4198 0.9619  0.231
H -1.0680 0.2353 -1.7588  0.236
H 2.1319 -1.6045 -1.2996  0.224
H 0.6987 -2.6779 -0.8469  0.249
H 0.5850 -1.5798 -2.1822  0.224

Output
E in eV: -16202.62264
HOMO (spin up / spin down) in eV: -8.1064 / -8.1050
Gap between HOMO and LUMO (spin up / spin down) in Ha: 0.295 / 0.295

=====

The evaluated energy above the lowest of the compared OMol25 structures with the same formula, charge and spin for the records listed, in turn: 0.016 3.491 eV.